Record 1
145
Properties=species:S:1:pos:R:3:forces:R:3 method="wB97M-V/def2-TZVPD" e_homo_ev=-9.9 lumo_ev=-0.12 total_charge=0 homo_lumo_gap_ha=0.3577
C -0.8355 -3.5315 -2.8245 0.4 0.3 0.5
C -1.0218 -5.0455 -2.7219 -0.4 0.6 0.6
C -1.4799 -5.5454 -4.0751 -0.3 0.2 -0.5
S -1.9684 -3.9755 -5.0724 -2.4 -0.7 -1.4
O -3.3278 -4.1667 -5.6735 2.8 0.2 1.5
O -0.9440 -3.4231 -5.9560 -0.3 -0.9 0.9
C -1.9974 -2.9671 -3.5847 -1.0 -0.2 -1.2
H 0.0849 -3.3765 -3.3876 0.2 0.7 0.3
H -0.8775 -3.0847 -1.8312 0.8 0.0 0.0
H -1.7823 -5.1475 -1.9477 -0.3 -0.6 -0.2
H -0.1294 -5.5571 -2.3614 0.0 0.1 -0.2
H -2.3817 -6.1462 -3.9576 -0.1 0.2 -0.5
H -0.7170 -6.1577 -4.5560 -0.1 0.4 -0.4
H -2.9765 -3.1368 -3.1367 0.1 -0.3 0.4
H -2.0148 -1.9289 -3.9162 0.6 0.0 0.0
C -3.9040 -0.8695 -0.7181 0.8 -0.8 0.2
C -5.3762 -0.8537 -0.4412 -0.4 0.6 0.6
C -5.8572 -2.2317 -0.7909 -0.7 -0.7 0.1
S -4.7196 -3.3880 0.1150 -0.5 0.9 1.5
O -4.4287 -4.4651 -0.8013 0.4 -0.2 -0.1
O -5.1418 -3.7667 1.5040 0.9 1.3 -2.9
C -3.3313 -2.0398 0.1214 -1.3 -0.9 1.0
H -3.4744 0.0921 -0.4372 0.4 -0.1 -0.2
H -3.8253 -1.0742 -1.7858 0.6 0.2 -0.1
H -5.8388 -0.0276 -0.9812 -0.3 -0.3 -0.3
H -5.5189 -0.6152 0.6128 -0.2 -0.2 0.2
H -5.7072 -2.4758 -1.8426 0.5 0.0 -0.1
H -6.9206 -2.4408 -0.6748 0.1 -0.1 0.8
H -2.3602 -2.5119 -0.0273 -0.1 0.1 -0.7
H -3.3364 -1.8027 1.1853 0.0 0.4 0.1
C 0.0096 6.6785 0.4032 0.8 1.1 -0.6
C -0.8593 5.4289 0.5267 0.3 0.5 -1.0
C -1.6319 5.4494 -0.8435 0.8 -0.8 1.2
S -0.3621 5.7781 -2.1094 1.1 0.4 1.0
O -0.8795 6.6679 -3.1101 -0.1 -0.1 -0.2
O 0.3089 4.5391 -2.4984 -0.8 0.8 0.4
C 0.7978 6.6707 -0.9675 -0.4 -1.4 1.4
H 0.6788 6.7892 1.2565 0.3 -0.1 -0.1
H -0.5826 7.5933 0.4240 -0.4 -0.1 0.0
H -1.4678 5.5489 1.4230 -0.5 -0.1 -0.3
H -0.2457 4.5446 0.6992 0.0 -0.1 -0.4
H -2.3266 6.2770 -0.6997 -0.1 -0.1 -0.9
H -2.0624 4.4995 -1.1605 -0.3 0.1 0.3
H 1.2490 7.5927 -1.3341 -0.7 0.1 -0.1
H 1.6299 5.9933 -0.7756 0.0 -0.2 -0.5
C 4.3077 4.7337 0.7865 0.9 1.0 0.8
C 4.9548 3.3279 0.8923 1.8 1.4 0.0
C 6.1815 3.4391 1.8869 -0.8 0.8 0.0
S 6.9576 5.1443 1.5877 -1.6 0.0 -1.7
O 7.9386 5.1062 0.5070 -0.2 -0.4 1.3
O 7.1760 5.8914 2.8172 0.2 -1.0 -0.6
C 5.4285 5.8630 0.7883 0.4 -0.9 0.8
H 3.7170 4.8887 1.6894 -0.2 0.0 0.1
H 3.6260 4.8473 -0.0563 0.2 -0.1 -0.1
H 5.4372 3.1338 -0.0656 -0.4 -0.5 -0.2
H 4.2358 2.5608 1.1801 0.2 0.0 0.0
H 6.8980 2.6223 1.8005 0.1 0.3 -0.2
H 5.8319 3.4859 2.9182 0.0 0.0 0.1
H 5.7444 6.2837 -0.1662 -0.1 -0.5 -0.1
H 5.3023 6.7145 1.4570 -0.8 -0.1 0.0
C 1.3242 0.2058 -1.6146 -0.5 0.0 0.5
C 2.0794 0.8846 -0.3999 0.1 -0.8 -1.3
C 1.1402 1.9454 0.1314 0.1 0.1 0.4
S -0.5034 1.1913 0.1062 -1.3 1.2 -1.3
O -1.4691 2.2322 -0.3790 1.5 -2.0 1.0
O -0.7835 0.5152 1.3740 0.3 0.5 -0.9
C -0.1509 -0.0772 -1.2111 0.2 0.9 0.7
H 1.7935 -0.6598 -2.0823 0.1 -0.4 0.7
H 1.3850 0.9022 -2.4509 -0.5 0.4 0.2
H 2.9899 1.2215 -0.8955 0.1 0.7 0.5
H 2.4267 0.2680 0.4291 -0.4 -0.5 -0.2
H 1.1278 2.8694 -0.4467 -0.3 -0.2 -0.3
H 1.3252 2.1818 1.1793 0.1 0.0 0.1
H -0.9036 0.0712 -1.9854 0.2 0.1 -0.1
H -0.3233 -1.0209 -0.6937 0.3 -0.1 0.0
C -1.8714 -6.3547 2.7910 -0.3 -0.5 0.4
C -1.2957 -5.3454 1.8461 0.4 1.0 0.3
O -0.5176 -4.4201 2.6869 0.1 0.1 0.0
C 0.0745 -3.3283 2.1752 -1.1 -1.2 0.2
O -0.1320 -2.8926 1.0799 0.0 0.4 -1.4
O 0.8659 -2.8107 3.0785 0.1 -0.3 1.0
C 1.7686 -1.7872 2.7270 0.2 1.2 -0.3
H -2.2781 -7.1921 2.2240 0.2 -0.1 0.0
H -2.7040 -5.9870 3.3908 0.0 0.4 -0.2
H -1.1375 -6.6995 3.5194 0.2 -0.2 -0.3
H -2.0867 -4.8243 1.3069 0.1 0.2 0.1
H -0.6125 -5.7665 1.1085 0.0 -0.1 0.1
H 1.8830 -1.1174 3.5793 0.4 -0.7 0.3
H 1.3898 -1.0839 1.9854 -0.3 -0.5 -0.4
H 2.7137 -2.2210 2.4005 0.0 0.1 0.2
C 2.5556 -4.5157 -1.4136 1.2 -0.7 1.0
C 3.0703 -4.4393 0.0413 -0.3 0.9 -0.5
O 3.6763 -5.6754 0.4908 -0.9 -0.5 -1.2
C 4.2234 -5.8199 1.6775 1.5 2.5 2.7
O 4.4099 -4.8589 2.4732 -0.8 -3.6 -2.4
O 4.6425 -7.1103 1.9434 0.1 1.7 0.5
C 4.7632 -8.0666 0.8899 -0.4 0.9 -1.2
H 3.4173 -4.7550 -2.0367 -0.1 0.1 -0.3
H 2.2292 -3.4995 -1.6350 -0.4 -0.2 -0.2
H 1.8073 -5.2935 -1.5664 -0.1 0.3 0.1
H 2.2432 -4.0880 0.6582 0.1 -0.6 0.5
H 3.7747 -3.6075 0.0375 0.5 -0.3 0.4
H 5.5020 -8.8552 1.0327 -0.3 0.1 1.1
H 5.1713 -7.5488 0.0219 -0.4 0.0 -0.3
H 3.7587 -8.4418 0.6942 0.3 -0.3 -0.3
C 3.1275 3.3667 -4.4832 0.3 -0.7 -0.3
C 1.6535 3.0964 -4.8595 0.4 -0.4 0.8
O 1.4738 2.3442 -6.0758 0.3 0.0 -1.0
C 0.6770 1.2818 -6.0844 -0.4 -2.4 0.9
O 0.0571 0.8020 -5.1405 0.6 1.1 -0.6
O 0.7399 0.6315 -7.2664 0.0 2.1 -0.4
C 0.1014 -0.6389 -7.4035 0.5 -0.6 0.5
H 3.7323 2.4766 -4.3100 -0.4 -0.6 -0.2
H 3.2004 3.8397 -3.5039 -0.4 0.5 -0.2
H 3.7255 3.9085 -5.2160 -0.4 0.4 -0.1
H 1.1280 4.0457 -4.9627 -0.2 -0.3 0.1
H 1.2224 2.4541 -4.0915 -0.3 0.6 0.2
H -0.0002 -0.9280 -8.4496 0.2 0.7 -0.1
H -0.8910 -0.7088 -6.9582 0.3 0.1 0.3
H 0.8474 -1.3053 -6.9706 -0.7 -0.6 0.3
C -7.8025 1.2025 6.0142 0.2 0.5 -1.2
C -6.9193 0.7783 4.8029 -0.1 -1.0 2.2
O -5.8007 1.6966 4.6665 -1.3 -0.7 0.0
C -5.0481 1.4507 3.6024 -0.5 -1.2 -1.6
O -5.2519 0.5464 2.7875 0.9 1.6 1.2
O -4.1383 2.4017 3.5901 1.4 0.8 0.5
C -3.0514 2.4731 2.6473 -1.3 -1.3 -1.7
H -8.5080 0.4099 6.2637 -0.1 0.0 -0.4
H -8.3214 2.1111 5.7086 -0.3 0.0 0.3
H -7.2979 1.4204 6.9555 0.6 -0.1 -0.3
H -7.4822 0.5664 3.8938 0.1 0.9 -0.1
H -6.5444 -0.2087 5.0740 0.5 0.0 -0.2
H -2.2002 3.0722 2.9705 -0.5 0.0 0.5
H -3.4821 2.8291 1.7114 0.2 0.7 0.0
H -2.7471 1.4835 2.3062 0.3 -0.2 0.7
C 0.4464 1.2133 4.2582 0.5 1.4 -0.2
S 2.2945 1.4814 4.4186 0.8 0.1 -1.4
O 2.9383 1.2656 3.0235 -1.3 0.6 1.9
C 2.3282 3.3408 4.6875 -0.9 0.3 -0.3
H 0.0928 0.2570 3.8728 0.7 -0.1 0.0
H 0.1518 1.9934 3.5563 -0.3 -0.1 -0.1
H -0.0354 1.4162 5.2146 0.2 0.0 0.1
H 1.7362 3.7114 5.5243 -0.3 -0.7 0.2
H 1.9110 3.8384 3.8120 -0.1 -0.3 -0.3
H 3.2905 3.8257 4.8519 0.5 -1.0 -0.1

=====

Record 2
85
Properties=species:S:1:pos:R:3:forces:R:3 method="wB97M-V/def2-TZVPD" e_homo_ev=-8.9 lumo_ev=0.22 total_charge=0 homo_lumo_gap_ha=0.3369 smiles=C[C@H](Br)CB(CCCCSc1nnco1)OC#N.C1CCOC1.C1CCOC1.C1CCOC1.C1CCOC1
C -0.4901 0.2494 1.6449 0.5 0.2 -0.1
C -0.0483 1.2852 0.6363 -0.2 -0.7 0.6
Br 0.1575 0.3745 -1.0590 0.1 0.1 -0.4
C 1.2435 1.8909 1.1391 0.5 0.5 -1.0
B 1.8365 3.1354 0.3890 -0.2 0.1 0.2
C 1.3709 4.6250 0.4468 -0.3 -0.3 -0.5
C -0.0699 4.9721 0.0059 0.6 -0.1 0.4
C -1.0951 4.9781 1.1116 -0.1 0.3 -0.4
C -2.4247 5.5759 0.6783 0.2 -0.8 0.0
S -3.1018 4.9377 -0.8884 0.3 0.4 -0.6
C -4.3827 3.9466 -0.2967 1.7 0.2 0.2
N -5.6172 4.0827 -0.4442 -2.4 0.6 -0.5
N -6.2133 3.0112 0.2240 -1.9 1.2 -1.0
C -5.2803 2.3464 0.7133 1.3 -0.7 0.5
O -4.0674 2.8665 0.4276 0.8 -1.2 0.8
O 3.0386 2.9197 -0.3774 -0.1 0.2 1.3
C 2.9209 2.6352 -1.6001 0.1 -0.6 -1.3
N 2.8341 2.3244 -2.7066 0.0 0.2 -0.2
H -0.4073 0.6677 2.6327 -0.3 0.3 0.6
H 0.2178 -0.5556 1.6127 0.3 -0.7 0.0
H -1.4735 -0.1148 1.4526 -0.7 -0.4 -0.1
H -0.8464 1.9813 0.5135 -0.4 0.8 -0.3
H 1.9800 1.1047 1.1084 0.4 -0.4 0.1
H 1.0857 2.1447 2.1715 -0.1 0.3 0.7
H 2.0293 5.1792 -0.1973 0.5 0.3 -0.4
H 1.5438 5.0318 1.4293 0.1 0.1 0.7
H -0.0243 5.9820 -0.3609 0.0 0.6 -0.4
H -0.3629 4.3608 -0.8296 -0.3 -0.4 -0.3
H -0.7260 5.6304 1.8860 0.2 0.3 0.5
H -1.2196 4.0182 1.5712 -0.2 -0.8 0.1
H -3.1615 5.3769 1.4280 -0.5 0.1 0.5
H -2.3305 6.6392 0.5756 0.0 0.6 -0.2
H -5.3779 1.4640 1.2948 0.3 -0.5 0.4
C -2.4421 -2.9124 5.1904 -0.1 -0.1 -0.1
C -2.7167 -4.0787 4.2393 0.1 0.1 0.0
C -3.5786 -3.4177 3.1702 0.0 0.1 0.1
O -3.1491 -2.0516 3.1011 0.0 0.0 0.0
C -2.3035 -1.7535 4.2156 0.1 0.0 -0.1
H -1.5627 -3.0494 5.8160 0.0 0.0 0.0
H -3.3017 -2.7539 5.8452 0.0 0.0 0.0
H -1.7803 -4.4312 3.8027 0.0 0.0 0.0
H -3.2102 -4.9245 4.7130 0.0 0.0 0.0
H -4.6375 -3.4338 3.4457 0.0 -0.1 0.0
H -3.4700 -3.8770 2.1885 0.0 0.0 -0.1
H -1.2748 -1.6628 3.8503 0.0 0.0 0.1
H -2.6026 -0.7967 4.6482 0.0 0.0 -0.1
C 1.5495 -1.4269 -5.7614 0.1 -0.2 0.1
C 0.5426 -2.5747 -5.6936 -0.1 0.1 0.0
C 0.7264 -3.0607 -4.2615 0.1 0.0 0.0
O 1.1008 -1.9202 -3.4893 0.0 0.0 -0.1
C 1.4354 -0.8329 -4.3642 -0.1 0.0 0.0
H 1.3380 -0.7032 -6.5469 0.0 0.0 0.0
H 2.5541 -1.8200 -5.9246 0.0 0.0 0.0
H -0.4712 -2.1926 -5.8343 0.0 0.0 0.0
H 0.7155 -3.3576 -6.4310 0.0 0.0 0.0
H 1.5300 -3.8031 -4.1961 0.0 0.0 0.0
H -0.1810 -3.4960 -3.8407 0.0 0.0 0.0
H 0.6308 -0.0913 -4.3129 0.0 0.1 0.0
H 2.3556 -0.3628 -4.0230 0.0 0.0 0.1
C 4.7087 -0.4913 -10.3318 0.0 -0.1 0.0
C 3.2171 -0.8062 -10.4011 0.0 0.1 0.1
C 3.0584 -1.8050 -9.2621 0.1 -0.1 0.0
O 4.0381 -1.4585 -8.2763 -0.1 0.0 -0.2
C 4.9569 -0.5124 -8.8303 0.0 0.1 0.1
H 4.9808 0.4568 -10.7917 0.0 0.0 0.0
H 5.2810 -1.2833 -10.8194 0.0 0.0 0.0
H 2.6347 0.0942 -10.1951 0.0 0.0 0.0
H 2.8959 -1.2061 -11.3612 0.0 0.0 0.0
H 3.2602 -2.8281 -9.5972 -0.1 0.0 -0.1
H 2.0658 -1.7754 -8.8113 0.0 0.0 0.1
H 4.7584 0.4663 -8.3806 0.0 0.0 0.0
H 5.9735 -0.8105 -8.5738 0.0 0.0 0.1
C -0.4382 -1.7189 10.1164 0.1 -0.1 0.0
C 0.8422 -1.6522 9.2854 -0.1 0.1 -0.1
C 0.7323 -2.9203 8.4487 0.0 -0.1 0.1
O -0.6649 -3.1535 8.2495 0.0 0.0 0.0
C -1.4242 -2.3057 9.1149 0.0 0.1 -0.1
H -0.7590 -0.7560 10.5091 0.0 0.0 0.0
H -0.3033 -2.4019 10.9573 0.0 0.0 0.0
H 0.8230 -0.7714 8.6401 0.0 0.0 0.0
H 1.7526 -1.6171 9.8804 0.0 0.0 0.0
H 1.1558 -3.7819 8.9751 0.1 0.0 0.0
H 1.2230 -2.8333 7.4789 0.0 0.0 0.0
H -1.8899 -1.5193 8.5098 0.0 0.0 0.0
H -2.2134 -2.8908 9.5868 0.0 -0.1 0.0

=====

Record 3
80
Properties=species:S:1:pos:R:3:forces:R:3 method="wB97M-V/def2-TZVPD" e_homo_ev=-8.0 lumo_ev=0.43 total_charge=0 homo_lumo_gap_ha=0.3097
C -1.9730 -2.5744 1.7895 -0.1 0.3 0.2
C -1.1640 -1.3859 1.3184 0.2 0.3 -0.1
C -0.4603 -0.5118 2.3613 -0.1 -0.5 0.5
C 0.0986 0.5735 1.4698 -0.5 0.2 0.0
O 1.1024 1.2065 1.6387 0.5 0.3 0.1
N -0.7242 0.7152 0.3133 0.3 -1.2 0.1
C -1.8206 -0.2921 0.4418 0.0 -0.3 0.3
P -3.3343 0.6943 0.9653 -0.1 0.4 -0.4
O -3.4487 0.5331 2.5819 0.2 -0.3 0.1
O -4.5365 -0.2687 0.3760 0.1 -0.3 0.0
H -1.3259 -3.2405 2.3645 -0.1 0.0 0.0
H -2.3641 -3.1580 0.9520 0.0 0.1 0.0
H -2.8057 -2.2615 2.4202 0.0 -0.2 0.0
H -0.3439 -1.7546 0.6864 -0.2 -0.3 0.1
H -1.1477 -0.1056 3.1095 -0.1 0.1 -0.2
H 0.3200 -1.0230 2.9297 0.1 0.1 -0.3
H -0.1311 0.3843 -0.4524 0.0 1.0 -0.4
H -2.0612 -0.7343 -0.5303 0.0 0.4 -0.1
H -3.6179 -0.3724 2.9042 -0.2 0.2 -0.1
H -4.3806 -1.2146 0.5126 -0.1 0.1 0.1
C 1.0118 -6.1446 2.3375 0.0 -0.1 0.0
S 1.7107 -4.8897 1.2568 0.1 0.0 0.0
O 0.5686 -4.0923 0.7344 0.0 0.0 0.0
C 2.2081 -6.0166 -0.0450 0.0 0.0 0.0
H 0.5995 -5.6388 3.2083 0.0 0.0 0.0
H 0.2224 -6.6780 1.8080 0.0 0.0 0.0
H 1.7979 -6.8319 2.6500 0.0 0.0 0.0
H 1.3421 -6.5687 -0.4074 0.0 0.0 0.0
H 2.9600 -6.7068 0.3324 0.0 0.0 0.0
H 2.6318 -5.4263 -0.8544 0.0 0.0 0.0
C 0.7202 3.7453 -2.2761 0.1 0.0 0.0
S 0.0924 2.3173 -3.1616 -0.2 0.0 0.0
O 0.6352 1.1133 -2.4777 0.1 -0.2 0.0
C 1.0735 2.5410 -4.6492 0.1 0.1 0.0
H 0.2476 3.7414 -1.2955 0.0 -0.1 0.0
H 1.8020 3.6659 -2.1698 0.0 0.0 0.0
H 0.4515 4.6544 -2.8146 0.0 0.0 0.0
H 2.1319 2.5412 -4.3891 0.0 0.0 0.0
H 0.7936 3.4795 -5.1279 0.0 0.0 0.0
H 0.8545 1.7089 -5.3147 0.0 0.0 0.0
C 0.3928 6.8629 0.4630 -0.1 0.1 0.0
S 2.1528 6.6350 0.7182 0.0 0.1 0.1
O 2.7911 6.6675 -0.6326 -0.1 -0.1 -0.1
C 2.0536 4.9146 1.2063 0.0 -0.1 0.0
H 0.2250 7.8786 0.1026 0.1 0.0 0.0
H 0.0375 6.1452 -0.2775 0.1 0.0 0.0
H -0.1288 6.7199 1.4093 0.0 0.0 0.0
H 1.5878 4.3424 0.4056 0.0 0.0 0.0
H 1.4724 4.8240 2.1232 0.0 0.0 0.0
H 3.0627 4.5467 1.3781 0.0 0.0 0.0
C -7.4261 -1.8769 1.9900 -0.1 0.0 -0.1
S -6.3960 -1.8108 3.4538 0.0 0.1 0.0
O -4.9863 -1.7850 2.9640 0.1 -0.2 0.0
C -6.7033 -3.4877 4.0094 0.0 -0.1 0.0
H -7.3202 -0.9244 1.4742 0.1 0.0 0.0
H -7.0891 -2.6897 1.3466 0.0 0.0 0.0
H -8.4640 -2.0249 2.2877 0.0 0.0 0.0
H -6.4166 -4.1885 3.2256 0.0 0.0 0.0
H -7.7592 -3.5942 4.2571 0.0 0.0 0.0
H -6.0987 -3.6564 4.8978 0.0 0.0 0.0
C 5.6839 -9.5327 -2.3812 0.1 0.0 0.0
S 4.5299 -9.5355 -1.0054 0.0 -0.1 0.0
O 3.3714 -8.7002 -1.4182 0.0 0.1 0.1
C 5.5395 -8.5273 0.0887 0.0 0.1 0.0
H 5.2197 -10.0795 -3.1989 0.0 0.0 0.0
H 5.8805 -8.5052 -2.6863 0.0 0.0 0.0
H 6.6059 -10.0310 -2.0821 0.0 0.0 0.0
H 5.7493 -7.5702 -0.3891 0.0 0.0 0.0
H 6.4652 -9.0552 0.3167 0.0 0.0 0.0
H 4.9764 -8.3694 1.0065 0.0 0.0 0.0
C 0.4353 11.0196 -3.7277 0.0 0.1 0.0
S 0.2981 9.5257 -2.7388 0.1 -0.1 -0.1
O -0.0479 9.9473 -1.3530 0.0 0.0 0.0
C 2.0462 9.1270 -2.7445 0.1 0.0 0.0
H -0.5577 11.4561 -3.8117 0.0 0.0 0.0
H 1.1081 11.7195 -3.2322 0.0 0.0 0.0
H 0.8090 10.7607 -4.7181 0.0 0.0 0.0
H 2.6046 9.9618 -2.3202 0.0 0.0 0.0
H 2.3638 8.9307 -3.7691 0.0 0.0 0.0
H 2.1953 8.2353 -2.1344 0.0 0.0 0.0